Formula: C24H60F9N3O20P5S
Source: the OMol25 dataset
Level of theory: the ωB97M-V functional and the def2-TZVPD basis

Last column: Löwdin charge in e.
Element x y z (Å)
C (3.8839, -6.9986, -0.2943)  -0.061
C (4.0507, -5.7686, -1.2987)  -0.203
N (5.0590, -4.7288, -0.8819)  0.003
C (6.3485, -5.3746, -1.3490)  -0.159
C (7.5438, -5.1081, -0.3006)  -0.125
N (6.7277, -4.8446, 0.9462)  0.072
C (5.3273, -4.5660, 0.5368)  -0.209
N (4.5107, -4.1871, 1.5036)  0.130
C (3.0453, -3.8891, 1.2697)  -0.096
C (2.2553, -4.8525, 2.2758)  -0.037
C (0.6475, -4.6898, 2.2196)  -0.318
F (0.2975, -4.3483, 3.5632)  0.056
F (0.2360, -3.5880, 1.4553)  0.088
C (-0.1318, -6.0467, 1.9191)  -0.328
F (-1.4101, -5.9348, 2.5110)  0.080
F (0.4580, -7.1562, 2.5603)  0.081
S (-0.4179, -6.5025, 0.1299)  0.978
F (-1.7125, -7.4669, 0.5982)  -0.162
F (-1.4925, -5.2810, -0.1427)  -0.145
F (0.8872, -5.6543, -0.4359)  -0.175
F (0.5666, -7.8569, 0.3087)  -0.184
F (-0.6894, -7.0159, -1.4227)  -0.158
H (3.6976, -7.9238, -0.9478)  0.105
H (2.9342, -6.8653, 0.3122)  0.039
H (4.7999, -7.2379, 0.3273)  0.095
H (4.4037, -6.2059, -2.2950)  0.129
H (3.0816, -5.2207, -1.5386)  0.109
H (6.3654, -6.5069, -1.4253)  0.120
H (6.6465, -5.0754, -2.4156)  0.145
H (8.1546, -6.0699, -0.1931)  0.132
H (8.2090, -4.2734, -0.6839)  0.130
H (7.0494, -3.8808, 1.1652)  0.136
H (4.8253, -4.1066, 2.4756)  0.179
H (2.7422, -3.9692, 0.1843)  0.117
H (2.8508, -2.7983, 1.5670)  0.148
H (2.6174, -4.5795, 3.3291)  0.145
H (2.5675, -5.9464, 2.1330)  0.119
C (-5.1641, -3.5430, -3.1598)  -0.129
O (-4.5561, -3.4208, -4.4448)  -0.270
P (-2.8413, -3.5251, -4.4315)  0.717
O (-2.6653, -2.0552, -4.0589)  -0.269
O (-2.7963, -3.7203, -6.0514)  -0.260
C (-3.6835, -2.9907, -6.8874)  -0.112
O (-1.1534, -3.8371, -4.3769)  -0.250
C (-0.7504, -4.5555, -3.2144)  -0.187
H (-6.2462, -3.5652, -3.2894)  0.091
H (-4.8472, -4.4708, -2.6791)  0.077
H (-4.8971, -2.6887, -2.5326)  0.082
H (-3.8855, -1.9926, -6.4931)  0.090
H (-4.6197, -3.5395, -7.0076)  0.087
H (-3.2224, -2.8887, -7.8708)  0.093
H (-1.2537, -5.5226, -3.1740)  0.073
H (-0.9890, -3.9770, -2.3176)  0.068
H (0.3268, -4.7179, -3.2570)  0.081
C (0.0733, 1.3731, -0.3052)  -0.115
O (1.4244, 1.3472, -0.7698)  -0.268
P (1.8389, -0.0588, -1.6616)  0.720
O (2.1131, -0.8824, -0.4030)  -0.295
O (3.2107, 0.6356, -2.2068)  -0.258
C (3.9714, 1.4526, -1.3380)  -0.125
O (2.1324, -1.3908, -2.6984)  -0.240
C (0.9499, -1.9691, -3.2437)  -0.145
H (-0.1177, 2.3418, 0.1563)  0.091
H (-0.6132, 1.2399, -1.1431)  0.084
H (-0.0866, 0.5867, 0.4366)  0.083
H (3.9339, 1.0896, -0.3082)  0.084
H (3.6205, 2.4855, -1.3827)  0.089
H (5.0094, 1.4317, -1.6750)  0.084
H (0.4039, -1.2326, -3.8354)  0.095
H (0.3145, -2.3410, -2.4368)  0.069
H (1.2346, -2.8015, -3.8871)  0.085
C (-6.3394, 5.7206, 1.3352)  -0.125
O (-4.9840, 5.7038, 0.8860)  -0.279
P (-4.5378, 4.2808, 0.0336)  0.711
O (-4.2767, 3.5358, 1.3391)  -0.274
O (-3.1618, 4.9738, -0.5131)  -0.269
C (-2.4268, 5.8589, 0.3179)  -0.122
O (-4.1901, 2.8732, -0.8879)  -0.257
C (-5.3441, 2.2346, -1.4319)  -0.148
H (-6.5498, 6.6981, 1.7698)  0.087
H (-7.0153, 5.5555, 0.4941)  0.080
H (-6.4953, 4.9509, 2.0952)  0.083
H (-2.4759, 5.5652, 1.3687)  0.089
H (-2.7990, 6.8786, 0.1992)  0.086
H (-1.3827, 5.8407, 0.0006)  0.087
H (-5.8751, 2.9188, -2.0977)  0.079
H (-6.0098, 1.9108, -0.6266)  0.083
H (-5.0244, 1.3625, -2.0029)  0.084
C (-7.9207, 11.6861, 2.9590)  -0.136
O (-9.2213, 11.2996, 2.5204)  -0.278
P (-9.8357, 9.8865, 3.2825)  0.705
O (-9.0880, 8.9466, 2.3414)  -0.275
O (-11.3377, 10.2010, 2.7233)  -0.263
C (-11.5217, 10.7238, 1.4163)  -0.118
O (-10.4905, 8.5968, 4.2079)  -0.244
C (-9.8623, 8.4120, 5.4754)  -0.148
H (-7.6677, 12.6396, 2.4948)  0.088
H (-7.9091, 11.8078, 4.0441)  0.078
H (-7.1831, 10.9368, 2.6606)  0.082
H (-10.7803, 10.3352, 0.7148)  0.089
H (-11.4752, 11.8145, 1.4402)  0.085
H (-12.5143, 10.4349, 1.0676)  0.091
H (-9.9661, 9.3141, 6.0829)  0.078
H (-8.8025, 8.1772, 5.3396)  0.082
H (-10.3486, 7.5823, 5.9885)  0.088
C (7.2122, 2.0527, 2.5195)  -0.129
O (8.3943, 1.2918, 2.7654)  -0.279
P (9.0032, 0.4616, 1.3908)  0.719
O (8.0339, -0.6971, 1.6267)  -0.298
O (10.4158, 0.1757, 2.1569)  -0.261
C (10.4354, -0.0953, 3.5510)  -0.114
O (9.6333, -0.3175, -0.0033)  -0.253
C (9.1987, 0.2544, -1.2371)  -0.144
H (6.9689, 2.6154, 3.4209)  0.091
H (7.3788, 2.7543, 1.6999)  0.079
H (6.3785, 1.3884, 2.2775)  0.078
H (9.5536, -0.6561, 3.8687)  0.087
H (10.5042, 0.8385, 4.1122)  0.088
H (11.3231, -0.6895, 3.7727)  0.094
H (9.5096, 1.2995, -1.2985)  0.082
H (8.1098, 0.1867, -1.3208)  0.076
H (9.6546, -0.2987, -2.0584)  0.089

Forces on the atoms, in the same order (eV/Å):
-0.8291 -0.3326 -1.0321
-1.4852 -0.3865 -0.6602
2.3303 -2.3196 2.7444
2.9977 -0.5710 -1.1985
-1.2472 -0.9407 -1.5796
-1.3466 2.8066 -1.9620
1.6936 -0.6885 -0.3484
-1.1626 -0.1029 -1.9837
-0.7164 0.5893 0.8833
0.2397 -0.0413 -0.3561
1.4371 1.5863 2.0770
0.1873 -0.8391 -2.3646
0.5915 -2.5133 0.9222
-1.9146 -0.5466 3.2436
2.6766 0.0330 -1.5220
-0.8497 2.8432 -1.2911
-1.9200 -3.4937 -2.6833
2.1216 1.4985 -0.7073
2.1491 -1.2732 0.6331
-1.7322 -0.5804 0.9709
-1.1215 2.1891 -0.5765
0.5304 0.9188 2.1597
0.2237 1.2830 1.0263
1.5076 -0.2402 -0.4823
-1.0828 0.5513 -0.6003
-0.4220 1.0202 1.4011
1.0704 -0.9765 0.5263
-1.0425 1.2227 0.3290
-0.7168 0.0963 1.6234
-0.8547 1.5448 -0.0029
-0.8871 -0.7479 1.1066
-0.0524 -0.7055 1.0523
0.2697 -0.1370 -0.7244
0.6434 -0.1057 1.3332
0.3291 -1.5505 -0.5362
-0.9549 -0.3390 -1.3970
-0.6291 1.6003 0.0175
-0.3020 0.2102 0.3558
1.3563 -3.1618 1.2284
0.7698 8.1237 -5.1007
-0.1643 -1.3922 1.2578
0.4652 -0.7833 1.0737
-0.5982 0.0500 -0.3514
-1.9735 -2.6750 0.8819
0.0338 -0.2692 0.1938
0.1118 -0.0148 -0.1077
-0.2307 0.0447 0.1069
0.0343 -0.0526 -0.0291
0.0487 -0.1116 0.1197
0.0292 0.1335 0.0499
0.1903 -0.1452 0.1808
0.2024 -0.0247 0.0844
0.0281 -0.1172 0.0748
-0.1117 -0.0114 -0.0639
-0.4810 0.0529 0.3951
-1.8124 -0.6565 -3.1483
7.5157 -1.6393 5.3520
-1.4657 0.0639 -0.6200
-1.0021 -0.4864 -0.6218
0.2417 0.6107 0.2440
-2.2022 2.5177 -1.0331
-0.3457 -0.1886 -0.2501
0.1120 -0.0511 -0.1003
-0.1460 0.1518 0.1967
0.0265 0.0132 -0.0697
-0.1196 -0.0164 -0.0606
0.0122 -0.0909 0.1112
-0.1230 -0.1407 -0.1654
-0.1340 -0.2996 -0.1128
-0.0441 0.0693 -0.0801
0.0904 0.1688 0.0274
-0.3559 0.0804 0.3988
-1.8459 -0.2618 -3.2492
7.3887 -1.4179 6.1248
-1.4737 -0.0628 -0.6169
-0.9776 -0.5188 -0.7633
0.0808 0.5852 0.1953
-2.2519 2.2464 -1.7314
-0.2229 -0.2617 -0.1264
0.0775 -0.0366 -0.1102
-0.1518 0.1535 0.1820
0.0404 -0.0091 -0.0810
-0.1420 -0.0533 -0.0877
0.0170 -0.0785 0.1304
-0.1372 -0.1804 -0.1812
-0.0758 -0.2386 -0.1157
-0.0306 -0.0436 -0.0443
0.0782 0.1041 0.0727
0.4306 0.0810 -0.1336
-0.3322 0.3375 3.5816
-2.1698 -4.1670 -8.3186
0.7396 0.7274 1.5566
0.4557 -0.1159 1.1683
-0.0836 0.5008 -0.3705
0.6781 3.0551 1.7476
0.1482 -0.1878 0.3054
-0.1294 -0.0670 0.0055
0.1959 0.1529 -0.0752
-0.0493 0.0020 0.0451
0.0507 -0.0009 0.1545
0.0766 -0.0932 -0.0825
0.0395 -0.1186 0.2634
0.0110 -0.1806 0.1997
-0.0005 -0.0361 0.0822
-0.0169 0.0683 -0.1414
-0.4403 0.0912 0.1402
0.8703 2.5401 -2.6877
0.3459 -8.4370 5.2769
-0.8196 1.0147 -0.9530
-0.2202 0.6299 -1.2142
0.1212 0.2366 0.6410
0.2318 3.6594 -0.3214
-0.0766 0.0384 -0.3700
0.1268 -0.0713 -0.0342
-0.1863 0.1172 0.1458
0.0585 0.0119 -0.0291
-0.0311 0.0965 -0.1450
-0.0987 -0.1234 0.0126
0.0048 0.0583 -0.3041
-0.0031 -0.0713 -0.2758
-0.0030 0.0125 -0.0781
0.0145 -0.0014 0.1505

Properties
**Frontier orbital gap**: 5.86 eV
**Energy**: -152997.3339 eV
**Lowest unoccupied orbital energy**: -4.444 eV
**Net charge**: +1
**Highest occupied orbital energy**: -10.31 eV